Formula: C17H58N14O17
Source: the OMol25 dataset
Level of theory: ωB97M-V with the def2-TZVPD basis set

Each line ends with the Mulliken charge.
Element x y z (Å)
N  5.198445  -0.699723  -0.986722  -0.26
C  5.142922  0.193939  0.008255  0.64
N  6.293325  0.883088  0.309116  -0.48
O  4.202344  0.274232  0.769074  -0.71
H  4.355466  -1.294965  -1.041698  0.02
H  5.992691  -0.852090  -1.562980  0.18
H  6.140056  1.617265  0.968841  0.27
H  6.955662  1.087820  -0.394131  0.22
N  -2.993204  -0.260411  2.753311  0.01
C  -3.830966  0.556158  2.078563  0.39
N  -5.016528  -0.004626  1.646470  -0.44
O  -3.429409  1.684950  1.600367  -0.37
H  -2.037240  0.093621  2.842178  -0.12
H  -3.318474  -1.049364  3.262533  0.24
H  -5.459948  0.497614  0.885106  0.19
H  -5.232417  -0.952203  1.753461  0.25
N  4.928532  3.649515  -2.717937  -0.45
C  4.691959  3.499274  -1.333233  0.54
N  3.632157  2.653020  -0.970305  -0.06
O  5.266686  4.109663  -0.472801  -0.62
H  5.840801  3.946119  -3.036172  0.27
H  4.577863  2.922405  -3.351154  0.19
H  3.398503  1.945490  -1.647426  -0.01
H  3.390316  2.517084  0.022502  0.15
N  -3.712243  -3.630777  -0.669212  -0.31
C  -3.219367  -3.005486  0.476262  0.19
N  -1.861716  -2.749396  0.411357  0.30
O  -3.932516  -2.799371  1.454554  -0.69
H  -3.263714  -3.559931  -1.570408  0.17
H  -4.670167  -3.982890  -0.606520  0.22
H  -1.560219  -1.819830  0.603330  0.04
H  -1.481205  -3.036585  -0.475755  0.12
N  0.055510  3.690630  -1.689044  -0.30
C  -0.853826  2.712074  -1.941895  0.45
N  -2.140446  3.115903  -1.805994  -0.35
O  -0.554001  1.535112  -2.199090  -0.83
H  -0.377161  4.525195  -1.321392  0.16
H  1.050530  3.492483  -1.531016  0.19
H  -2.375245  3.932741  -1.226036  0.15
H  -2.856289  2.367959  -1.889868  0.18
N  1.515101  0.619880  0.926616  1.27
C  0.262797  0.272563  1.349934  0.15
N  -0.732273  0.233674  0.444456  0.44
O  0.091697  -0.001519  2.532059  -0.78
H  2.223491  0.316210  1.550404  0.39
H  1.743634  0.805554  -0.043345  -0.63
H  -0.573905  0.623907  -0.475575  -0.32
H  -1.629694  0.569607  0.832727  -0.45
N  3.027708  -2.623252  0.926093  -0.22
C  2.394605  -2.836425  -0.251083  0.45
N  1.628114  -4.025711  -0.308952  -0.19
O  2.551405  -2.053598  -1.161827  -0.77
H  2.922208  -3.141426  1.770343  0.25
H  3.493741  -1.745764  1.014441  -0.07
H  1.266638  -4.303812  -1.165406  0.22
H  1.712585  -4.733496  0.418688  0.20
O  -1.190008  -2.549018  3.573462  -0.32
C  -0.610560  -3.660344  4.202907  -0.49
C  -0.404344  -4.789607  3.210820  -0.46
O  0.454071  -4.411762  2.163523  -0.43
H  -0.676885  -1.729686  3.597473  0.18
H  0.389944  -3.312258  4.511875  0.26
H  -1.042001  -3.983588  5.216413  0.32
H  -1.395153  -5.105508  2.897282  0.26
H  0.101532  -5.589720  3.749718  0.40
H  -0.009073  -3.660670  1.758919  0.20
O  -2.610964  5.820820  -0.491142  -0.56
C  -3.236683  5.692737  0.817795  0.39
C  -4.531138  4.880153  0.783850  -0.42
O  -4.342263  3.819286  -0.231949  -0.54
H  -3.222672  6.386082  -1.013228  0.27
H  -2.540231  5.142035  1.344447  -0.46
H  -3.334447  6.692879  1.203073  0.42
H  -5.399982  5.461514  0.508479  0.33
H  -4.882174  4.501106  1.781930  0.28
H  -4.498205  2.970297  0.187317  0.29
O  1.038896  2.514038  3.572933  -0.64
C  -0.365609  2.822735  3.792943  -0.64
C  -1.138019  3.529760  2.629880  0.31
O  -0.548934  4.748450  2.267445  -0.60
H  1.055409  1.829416  2.882175  0.37
H  -0.906801  1.883405  4.043905  0.15
H  -0.297688  3.470618  4.649839  0.44
H  -2.198412  3.694954  2.902917  0.24
H  -1.185222  2.846809  1.771060  -0.09
H  0.058463  4.692728  1.542937  0.34
O  -0.160453  -1.043070  -3.138783  -0.29
C  1.072168  -1.002371  -3.954655  -0.43
C  1.938634  0.208230  -3.797977  -0.84
O  2.258458  0.408759  -2.420650  -0.07
H  -0.306160  -0.186916  -2.721384  0.44
H  1.624869  -1.872354  -3.590292  0.30
H  0.763872  -1.100739  -5.040864  0.25
H  1.541909  1.114114  -4.219236  0.43
H  2.782750  -0.065414  -4.422984  0.39
H  2.493567  -0.448958  -2.008112  0.21
O  -1.687217  -3.249458  -3.181555  -0.57
C  -0.567125  -4.078077  -3.267120  0.52
C  -0.724566  -5.380302  -2.568956  -0.60
O  0.563025  -6.017112  -2.678632  -0.54
H  -1.375318  -2.347786  -3.288616  0.56
H  -0.218111  -4.303899  -4.332957  0.20
H  0.325537  -3.532616  -2.810538  -0.39
H  -1.529127  -5.993296  -2.998545  0.32
H  -0.886206  -5.364503  -1.523981  0.28
H  0.723362  -6.133994  -3.627233  0.34

Forces on the atoms, in the same order (eV/Å):
-1.51 -0.60 -0.35
2.10 -0.11 0.82
-0.52 -0.17 0.00
-1.48 -0.10 0.61
0.74 0.33 -0.41
0.36 -0.08 -0.18
-0.03 0.40 0.22
0.59 0.16 -0.70
0.19 1.75 0.01
0.78 0.65 -2.70
0.36 2.65 0.16
-1.15 -2.41 1.23
-0.43 -0.43 0.48
0.12 -0.73 0.02
0.08 -0.20 0.48
0.08 -1.53 0.18
-0.43 -1.11 -0.08
-1.33 -0.78 0.32
0.48 0.75 -0.99
1.09 0.82 0.15
-0.05 0.23 0.67
-0.06 0.46 0.67
-0.54 -0.42 0.24
0.70 0.13 -1.01
-0.56 -0.04 1.05
-0.85 -0.57 -0.39
-0.11 -0.67 -0.54
0.42 0.02 -0.61
0.11 0.03 0.04
0.74 0.38 -0.13
0.09 0.79 0.67
0.19 0.00 -0.25
0.33 0.03 0.07
-0.28 -0.44 0.79
-0.74 -0.73 -0.11
0.18 0.28 -0.26
0.60 0.25 -0.03
-0.87 0.04 -0.15
-0.17 -0.47 -0.51
0.98 1.09 0.21
-1.20 0.10 -0.32
1.30 0.13 -0.52
-1.64 0.56 -0.20
-0.52 -0.32 0.93
0.88 -0.02 0.08
-0.11 -0.31 0.21
0.24 0.06 -0.25
0.50 -0.34 -0.33
0.08 0.04 0.02
-0.71 -3.06 1.89
1.73 2.19 1.55
-0.19 0.71 -1.76
-0.46 -0.53 0.11
0.26 0.68 0.01
-0.44 -0.56 -1.72
-0.15 0.59 -0.28
-1.42 0.12 -0.24
1.98 0.70 1.53
-0.09 -0.03 1.40
-0.48 0.34 -0.09
0.33 -0.38 0.13
0.09 -0.43 -0.01
-0.29 0.36 -1.65
-0.08 -0.29 -0.54
-0.18 -0.25 -0.05
0.15 -0.02 -0.34
-1.24 0.61 -0.10
-0.76 0.03 -1.58
-0.38 -0.94 -0.62
-0.66 1.29 1.19
0.75 -0.61 0.21
1.44 -0.73 1.32
-0.30 0.27 0.59
-0.14 0.45 -0.68
1.07 -0.08 -0.70
0.30 -0.26 0.49
-1.24 0.21 -0.86
0.31 -0.40 -0.43
0.81 -1.29 0.26
-0.49 1.07 0.66
0.12 0.21 0.50
0.19 0.57 0.00
-0.46 0.31 0.39
0.58 -0.01 0.17
0.03 0.05 0.05
0.46 -0.50 -0.37
1.15 -0.02 -0.93
-2.20 -0.49 -0.11
-0.04 -0.76 0.76
0.49 0.14 -0.35
-0.03 0.54 -0.04
0.13 0.00 -0.45
0.46 -0.10 1.12
-0.49 0.45 0.19
0.80 0.19 0.04
-0.25 0.22 -0.24
-0.83 -0.94 -0.03
1.79 1.40 -0.33
0.63 -1.18 -0.85
-0.34 -0.34 -0.43
0.33 0.76 0.01
-0.72 0.32 0.90
-0.96 -0.65 -0.44
0.16 0.07 -0.08
-0.41 0.60 1.18
0.16 -0.08 0.33

Summary:
* spin multiplicity: 1
* SMILES string: NC(N)=O.NC(N)=O.NC(N)=O.NC(N)=O.NC(N)=O.NC(N)=O.NC(N)=O.OCCO.OCCO.OCCO.OCCO.OCCO
* energy relative to the best compared isomer or geometry (same formula, charge and spin): 8.8 kJ/mol
* LUMO level: 0.36 eV
* total charge: 0
* HOMO-LUMO gap: 9.60 eV

---

Formula: C17H58N2O12
Source: the OMol25 dataset
Level of theory: ωB97M-V with the def2-TZVPD basis set

Each line ends with the Mulliken charge.
Element x y z (Å)
N  -25.067867  15.778483  1.985211  -0.35
C  -24.583055  15.391049  0.829970  0.38
N  -23.355268  15.924841  0.635102  0.01
O  -25.413606  14.850033  -0.164451  -0.59
H  -26.083689  15.790292  2.045622  0.31
H  -24.618519  16.247391  2.783582  0.18
H  -22.762186  15.481069  -0.192761  0.08
H  -22.906156  16.447097  1.355994  0.24
C  -24.380754  15.943894  -4.955915  -0.90
C  -24.928975  15.464458  -3.628554  -0.56
O  -23.793493  15.150956  -2.762247  -0.47
H  -23.806213  15.057529  -5.439566  0.07
H  -23.583721  16.688518  -4.860216  0.24
H  -25.091836  16.338666  -5.581184  0.59
H  -25.592063  14.626729  -3.717988  0.34
H  -25.587911  16.242663  -3.215260  0.40
H  -23.525974  15.906792  -2.266542  0.19
C  -23.448392  9.435028  -5.230581  -0.73
C  -23.390042  8.237821  -4.252557  -0.03
O  -23.104020  7.075743  -5.039044  -0.59
H  -24.290858  9.227482  -5.868861  0.53
H  -22.507350  9.491020  -5.766094  0.26
H  -23.652800  10.351741  -4.648444  -0.08
H  -24.375319  8.024370  -3.871559  0.43
H  -22.760661  8.369353  -3.394965  0.03
H  -23.141711  6.341076  -4.410057  0.31
C  -20.752764  16.829890  -1.272988  -1.55
C  -20.837311  15.396023  -1.936433  0.30
O  -21.597649  14.706072  -1.024802  -0.37
H  -20.085592  17.498455  -1.790924  0.37
H  -20.270782  16.625690  -0.331446  0.41
H  -21.657766  17.296703  -0.851226  0.37
H  -19.807270  15.011910  -2.000353  0.46
H  -21.343355  15.505258  -2.888009  -0.16
H  -21.267736  13.867946  -1.030515  -0.04
C  -20.829596  12.844477  -5.839231  -1.25
C  -21.309087  13.537619  -4.569050  0.54
O  -22.641717  13.152314  -4.398445  -0.44
H  -19.803613  12.986097  -6.119075  0.38
H  -21.473595  12.972137  -6.733044  0.31
H  -20.923461  11.713027  -5.610340  0.10
H  -21.224844  14.600693  -4.635515  0.51
H  -20.768011  13.261986  -3.698376  -0.23
H  -23.089027  13.774925  -3.776855  0.04
C  -22.991242  8.325787  1.565438  -1.33
C  -23.754333  8.712383  0.318596  0.39
O  -22.810014  9.267626  -0.471966  -0.43
H  -22.319530  7.448747  1.446370  0.35
H  -23.657984  8.095068  2.423451  0.40
H  -22.409317  9.236257  1.915776  0.10
H  -24.491434  9.514314  0.541312  -0.05
H  -24.213229  7.844695  -0.011307  0.37
H  -23.282725  9.626747  -1.221992  -0.16
C  -26.208154  9.391200  -1.891047  -0.16
O  -25.943481  10.336875  -2.938674  -0.59
H  -25.394327  8.661725  -1.757276  -0.08
H  -27.095484  8.740235  -2.113480  0.41
H  -26.498507  9.898602  -0.936272  0.03
H  -25.156294  10.856767  -2.655757  0.25
C  -23.670401  12.121628  -1.291937  1.38
O  -23.558895  11.328984  -2.487650  0.82
H  -22.777801  12.095056  -0.625371  -0.80
H  -24.526518  11.867238  -0.700758  -0.40
H  -23.746357  13.205425  -1.398603  -0.01
H  -23.140451  11.868393  -3.130749  -0.27
C  -22.684260  12.785508  1.979576  0.10
O  -22.357653  12.235166  3.228347  -0.63
H  -23.032769  13.805252  2.198058  0.25
H  -23.341440  12.222283  1.360524  0.02
H  -21.702456  12.831722  1.498449  0.04
H  -21.780192  11.435543  3.076474  0.33
C  -26.823778  12.149846  0.707808  -0.29
O  -27.511738  11.373818  1.729248  -0.57
H  -26.828028  13.230386  1.053578  0.19
H  -27.041479  11.963732  -0.318203  0.31
H  -25.837573  11.731365  0.934933  -0.05
H  -28.462814  11.418924  1.641375  0.28
C  -20.082498  11.333281  -0.012541  -0.55
O  -20.232517  12.195387  -1.108496  -0.48
H  -21.063448  11.053419  0.432799  -0.14
H  -19.498042  11.938492  0.764528  0.31
H  -19.412563  10.524358  -0.206748  0.41
H  -19.362589  12.262365  -1.447814  0.26
C  -20.646730  10.140924  -3.461396  -0.33
O  -20.386564  9.133325  -4.433145  -0.50
H  -20.783801  9.555552  -2.578251  0.46
H  -21.566814  10.664393  -3.754214  -0.36
H  -19.920084  10.908421  -3.282941  0.40
H  -19.593815  8.655916  -4.172655  0.28

Forces on the atoms, in the same order (eV/Å):
-3.02 0.22 3.06
-2.81 0.04 -5.66
1.22 -2.45 -3.77
4.64 2.25 5.23
0.45 -0.33 0.04
0.14 -0.57 -1.21
-1.24 1.08 2.52
0.20 -0.01 0.28
3.16 -2.58 0.42
0.67 1.65 0.41
-1.33 -1.11 -1.28
-1.27 1.38 0.40
-0.27 0.17 0.46
-1.84 0.67 -1.65
0.17 -0.89 -0.02
0.48 -0.07 0.40
-0.03 0.86 0.53
-0.04 -0.56 1.76
-1.12 0.20 -1.42
0.70 -0.36 0.52
-0.13 0.20 -0.53
0.02 0.13 -0.18
0.11 -0.39 -0.55
-0.70 0.56 0.44
0.91 0.09 0.24
0.09 0.02 -0.45
0.71 -1.02 0.48
0.26 3.83 0.51
-1.45 1.87 0.21
-0.19 0.50 -0.40
0.72 -0.14 0.49
-0.19 -0.17 -1.28
-0.40 -0.02 -0.29
0.21 -0.40 -0.28
1.00 -4.38 0.42
-0.83 -2.71 0.42
-0.05 -0.15 -1.57
-1.46 0.04 0.77
0.55 0.43 0.05
0.23 0.43 0.72
0.22 1.62 -0.50
-0.04 0.92 -0.34
1.01 -0.56 0.75
0.49 -0.14 -0.36
0.13 0.58 2.03
0.06 1.33 3.53
1.47 0.52 -2.32
-0.30 0.71 -0.22
0.19 -0.01 -0.56
-0.36 -1.13 -0.46
-0.16 -0.77 0.24
-1.17 -1.64 -1.35
0.35 0.41 -0.82
-1.02 -0.03 -0.06
-0.39 -0.61 0.97
0.04 0.44 0.13
0.64 0.81 -0.35
0.60 -0.40 -0.51
-0.43 -0.49 -0.58
1.37 1.07 0.82
-0.68 -0.17 2.54
-0.35 -0.88 -0.63
-0.52 -0.64 0.04
-0.44 -0.05 -1.00
0.82 0.95 -1.56
1.89 1.14 0.51
0.49 -2.09 0.84
-0.10 -0.50 -0.41
-0.90 -0.49 -0.17
-0.36 0.65 -0.83
-1.07 1.29 0.33
0.92 0.49 3.41
-0.35 -0.17 -0.69
-0.02 -1.19 -1.14
-0.73 -0.01 -0.68
0.33 0.65 -0.63
-0.25 0.19 -0.19
0.50 1.52 2.80
-1.42 0.02 -0.32
0.81 -0.11 -0.77
-0.89 -0.79 -0.37
-0.13 -1.04 -0.46
1.19 0.42 -0.91
-1.02 -0.88 -0.30
0.58 0.64 -0.78
-0.50 0.39 1.29
0.29 -0.47 0.18
0.97 0.22 -0.35
-0.04 0.00 -0.04

Summary:
* spin multiplicity: 1
* SMILES string: NC(N)=O.CCO.CCO.CCO.CCO.CCO.CO.CO.CO.CO.CO.CO
* energy relative to the best compared isomer or geometry (same formula, charge and spin): 146.2 kJ/mol
* LUMO level: 0.13 eV
* total charge: 0
* HOMO-LUMO gap: 9.42 eV

---

Look up the spin multiplicity of the second one.
1

---

spin multiplicity of number 1 (C17H58N14O17)?
1